--- one ---
The following is a DFT calculation (ωB97M-V/def2-TZVPD) of a single C22H29N3O5S molecule.

Structure (XYZ):
```
60
Properties=species:S:1:pos:R:3:mulliken_charge:R:1
C -5.636 -3.381 2.250 -1.12
C -6.037 -3.540 0.790 -0.28
H -7.118 -3.406 0.680 0.33
H -5.741 -4.518 0.403 0.31
O -5.365 -2.599 -0.045 -0.40
C -5.909 -1.358 -0.083 0.85
O -6.924 -1.050 0.497 -0.66
N -5.214 -0.521 -0.887 0.18
C -3.948 -0.842 -1.502 -1.24
H -3.764 -1.910 -1.398 0.46
C -2.821 -0.034 -0.856 0.23
H -1.877 -0.248 -1.361 -0.15
H -2.733 -0.309 0.196 0.36
C -3.140 1.463 -0.948 -0.42
N -2.090 2.282 -0.365 0.06
C -1.717 2.206 0.928 0.35
O -2.248 1.521 1.778 -0.61
C -0.532 3.101 1.248 -1.02
H -0.748 4.134 0.981 0.46
H -0.277 3.031 2.302 0.43
S 0.978 2.637 0.269 0.40
O 0.521 2.613 -1.131 -0.64
C 1.018 0.856 0.811 -0.08
C 2.135 0.187 0.115 -0.23
C 2.185 -0.342 -1.147 0.80
O 3.440 -0.809 -1.338 -0.38
C 4.114 -0.539 -0.193 0.87
N 3.366 0.057 0.692 -0.46
C 5.506 -0.921 -0.083 0.28
C 6.098 -1.574 -1.166 -0.88
C 7.420 -1.964 -1.120 -0.58
C 8.170 -1.705 0.015 -0.62
C 7.589 -1.058 1.091 -0.70
C 6.261 -0.655 1.071 0.86
C 5.671 0.041 2.252 -1.40
H 6.412 0.155 3.039 0.42
H 4.821 -0.520 2.632 0.30
H 5.295 1.020 1.962 0.29
H 8.182 -0.860 1.973 0.33
H 9.206 -2.007 0.062 0.39
H 7.865 -2.468 -1.965 0.41
H 5.504 -1.771 -2.046 0.46
C 1.175 -0.466 -2.226 -1.34
H 0.440 -1.234 -1.979 0.22
H 0.664 0.485 -2.358 0.30
H 1.669 -0.741 -3.154 0.35
H 0.058 0.407 0.566 0.04
H 1.189 0.862 1.884 0.53
H -1.397 2.663 -1.003 0.38
C -4.490 1.732 -0.277 -0.62
H -4.746 2.788 -0.362 0.36
C -5.571 0.879 -0.939 -1.17
H -6.526 0.996 -0.424 0.51
H -5.690 1.171 -1.989 0.36
H -4.417 1.475 0.780 0.36
H -3.203 1.752 -2.004 0.45
H -4.012 -0.595 -2.569 0.33
H -4.557 -3.466 2.356 0.29
H -5.952 -2.406 2.612 0.31
H -6.115 -4.152 2.846 0.39
```

Kohn-Sham gap   8.825 eV
M   447.56 g/mol

--- two ---
The following is a DFT calculation (ωB97M-V/def2-TZVPD) of a single C22H29N3O5S molecule.

Structure (XYZ):
```
60
Properties=species:S:1:pos:R:3:mulliken_charge:R:1
C -1.489 1.829 4.067 -0.87
O -0.580 1.369 3.089 -0.42
C -0.381 2.073 1.935 -0.34
C 0.838 1.813 1.318 -0.38
C 1.175 2.405 0.113 -1.10
C 2.467 1.985 -0.555 0.16
S 2.620 2.639 -2.266 -0.26
C 1.593 1.431 -3.182 -0.65
C 0.283 1.085 -2.517 0.44
O -0.781 1.573 -2.818 -0.64
N 0.364 0.065 -1.606 0.24
C 1.550 -0.320 -0.994 0.22
C 2.550 0.501 -0.559 -0.16
C 3.586 -0.338 0.014 -0.35
O 4.663 -0.075 0.503 -0.73
N 3.059 -1.617 -0.082 -0.32
N 1.873 -1.640 -0.804 0.46
C 0.880 -2.669 -0.533 -0.19
C 1.513 -4.048 -0.739 -1.07
C 0.484 -5.160 -0.928 -0.81
C -0.537 -5.284 0.203 -0.74
C -1.578 -4.163 0.199 -0.74
C -1.182 -2.909 0.986 -0.74
C 0.291 -2.507 0.878 -0.38
C 0.301 3.317 -0.450 0.00
C -0.924 3.594 0.142 0.77
O -1.810 4.482 -0.396 -0.46
C -1.613 4.893 -1.732 -0.83
C -1.302 2.941 1.329 0.64
O -2.518 3.120 1.949 -0.50
C -3.672 3.302 1.154 -0.79
H -1.423 2.910 4.199 0.32
H -1.194 1.329 4.991 0.31
H -2.518 1.560 3.822 0.25
H 1.511 1.125 1.806 0.49
H 3.335 2.395 -0.032 0.68
H 2.192 0.531 -3.328 0.33
H 1.392 1.911 -4.139 0.51
H -0.511 -0.233 -1.193 0.18
H 3.593 -2.463 0.030 0.23
H 0.102 -2.516 -1.288 0.49
H 2.140 -4.289 0.122 0.42
H 2.151 -4.012 -1.626 0.37
H 1.027 -6.104 -1.018 0.40
H -0.050 -5.002 -1.868 0.37
H -1.057 -6.236 0.073 0.35
H -0.029 -5.322 1.167 0.36
H -2.510 -4.538 0.627 0.42
H -1.796 -3.897 -0.838 0.34
H -1.811 -2.082 0.648 0.25
H -1.402 -3.064 2.044 0.38
H 0.887 -3.097 1.576 0.39
H 0.383 -1.463 1.189 0.25
H 0.578 3.817 -1.363 0.69
H -2.518 5.434 -2.004 0.27
H -0.754 5.564 -1.824 0.31
H -1.486 4.033 -2.395 0.32
H -3.664 2.648 0.279 0.33
H -4.510 3.036 1.800 0.29
H -3.777 4.338 0.828 0.24
```

SMILES   COc1cc([C@@H]2SCC(=O)Nc3c2c(=O)[nH]n3C2CCCCCC2)cc(OC)c1OC
Kohn-Sham gap   8.486 eV
M   447.56 g/mol

Most stable to least stable: one, two

--- one ---
The following is a DFT calculation (ωB97M-V/def2-TZVPD) of a gas-phase ion, C4H10NO (charge -1).

Structure (XYZ):
```
16
Properties=species:S:1:pos:R:3:mulliken_charge:R:1
C -0.288 -1.247 -1.064 -1.55
C 0.666 -0.494 -0.010 0.84
N 2.009 -0.383 -0.613 -0.86
C 0.084 0.708 0.421 -1.04
C -1.568 0.905 0.980 -0.23
O -1.453 0.965 2.265 -0.86
H 0.317 -1.762 -1.777 0.49
H -0.828 -0.581 -1.658 0.34
H -1.217 -1.817 -0.635 0.27
H 0.809 -1.284 0.724 0.27
H 2.728 -0.504 0.217 0.29
H 2.252 0.573 -0.878 0.31
H 0.105 1.628 -0.422 0.16
H 0.425 1.123 1.377 0.21
H -2.309 0.258 0.563 0.22
H -1.731 1.910 0.510 0.12
```

SMILES   C[C@@H](N)CC[O-]
Kohn-Sham gap   6.442 eV
M   88.13 g/mol
Net charge   -1

--- two ---
The following is a DFT calculation (ωB97M-V/def2-TZVPD) of a gas-phase ion, C4H10NO (charge -1).

Structure (XYZ):
```
16
Properties=species:S:1:pos:R:3:mulliken_charge:R:1
C -1.652 0.211 1.051 -1.06
C -1.091 -1.059 0.377 -0.62
C 0.098 -0.694 -0.561 -0.63
N 1.218 0.026 0.056 -0.49
C 1.678 1.289 -0.679 -0.15
O 2.750 1.031 -1.438 -0.89
H -2.630 0.032 1.523 0.33
H -1.037 0.267 1.972 0.26
H -1.558 1.131 0.463 0.31
H -0.623 -1.654 1.156 0.29
H -1.856 -1.553 -0.240 0.35
H -0.276 -0.247 -1.506 0.43
H 0.441 -1.741 -0.830 0.30
H 1.914 -0.637 -0.270 0.24
H 0.785 1.625 -1.252 0.13
H 1.838 1.973 0.180 0.18
```

SMILES   CCCNC[O-]
Kohn-Sham gap   6.445 eV
M   88.13 g/mol
Net charge   -1

--- three ---
The following is a DFT calculation (ωB97M-V/def2-TZVPD) of a gas-phase ion, C4H10NO (charge -1).

Structure (XYZ):
```
16
Properties=species:S:1:pos:R:3:mulliken_charge:R:1
C -1.227 -0.176 -1.672 -1.11
C -0.249 0.595 -0.785 -0.63
C 0.414 -0.295 0.285 0.27
N -0.617 -0.817 1.208 -0.69
C 1.525 0.328 1.115 -0.59
O 1.904 -0.436 2.169 -0.91
H -0.759 -1.095 -2.053 0.29
H -2.114 -0.654 -1.236 0.30
H -1.632 0.494 -2.439 0.34
H 0.542 1.139 -1.298 0.32
H -0.780 1.379 -0.238 0.35
H 0.829 -1.174 -0.261 0.18
H -1.349 -0.111 1.247 0.22
H -0.093 -0.964 2.078 0.32
H 2.447 0.439 0.436 0.19
H 1.159 1.349 1.444 0.14
```

SMILES   CC[C@H](N)C[O-]
Kohn-Sham gap   6.342 eV
M   88.13 g/mol
Net charge   -1

--- four ---
The following is a DFT calculation (ωB97M-V/def2-TZVPD) of a gas-phase ion, C4H10NO (charge -1).

Structure (XYZ):
```
16
Properties=species:S:1:pos:R:3:mulliken_charge:R:1
C -0.517 -0.328 -1.980 -0.75
N -0.661 0.501 -0.785 -0.48
C 0.368 0.218 0.223 0.43
C 0.418 1.372 1.235 -1.65
C 0.231 -1.146 0.974 -0.50
O -0.526 -2.071 0.330 -0.90
H 0.526 -0.303 -2.317 0.25
H -1.123 0.066 -2.799 0.28
H -0.833 -1.365 -1.809 0.24
H -1.535 0.224 -0.355 0.27
H 1.324 0.338 -0.297 0.34
H -0.384 1.243 1.966 0.35
H 1.380 1.349 1.746 0.33
H 0.251 2.312 0.720 0.43
H 1.291 -1.470 1.163 0.18
H -0.210 -0.942 1.984 0.18
```

SMILES   CN[C@@H](C)C[O-]
Kohn-Sham gap   6.690 eV
M   88.13 g/mol
Net charge   -1

Most stable to least stable: three, four, two, one

--- one ---
The following is a DFT calculation (ωB97M-V/def2-TZVPD) of a gas-phase ion, C4H10NO (charge -1).

Structure (XYZ):
```
16
Properties=species:S:1:pos:R:3:mulliken_charge:R:1
C 2.074 0.082 0.306 -0.94
N 0.793 -0.333 0.843 -0.35
C -0.314 -0.362 -0.114 0.19
C -0.509 0.873 -1.030 -1.31
C -1.727 -0.706 0.464 -0.62
O -2.642 -0.830 -0.520 -0.88
H 2.153 1.093 -0.125 0.27
H 2.793 -0.022 1.113 0.37
H 2.368 -0.627 -0.477 0.29
H 0.583 0.231 1.657 0.26
H -0.088 -1.221 -0.760 0.20
H 0.326 1.067 -1.701 0.36
H -0.797 1.745 -0.439 0.27
H -1.422 0.488 -1.535 0.43
H -1.971 0.116 1.186 0.19
H -1.619 -1.592 1.134 0.27
```

SMILES   CN[C@H](C)C[O-]
Kohn-Sham gap   6.257 eV
M   88.13 g/mol
Net charge   -1

--- two ---
The following is a DFT calculation (ωB97M-V/def2-TZVPD) of a gas-phase ion, C4H10NO (charge -1).

Structure (XYZ):
```
16
Properties=species:S:1:pos:R:3:mulliken_charge:R:1
C 1.228 -0.873 -1.395 -0.71
N 1.392 0.485 -0.821 -0.49
C 0.128 1.023 -0.296 -0.78
C -0.332 0.468 1.061 -0.31
C -1.650 -0.336 1.035 -0.37
O -1.967 -0.909 2.210 -0.88
H 1.716 -0.922 -2.373 0.27
H 0.175 -1.131 -1.447 0.21
H 1.697 -1.636 -0.770 0.28
H 2.007 0.387 -0.022 0.28
H -0.646 0.845 -1.049 0.44
H 0.213 2.108 -0.260 0.33
H 0.476 -0.128 1.494 0.29
H -0.476 1.312 1.759 0.25
H -2.433 0.383 0.669 0.17
H -1.528 -1.076 0.205 0.03
```

SMILES   CNCCC[O-]
Kohn-Sham gap   6.204 eV
M   88.13 g/mol
Net charge   -1

Most stable to least stable: one, two

--- one ---
The following is a DFT calculation (ωB97M-V/def2-TZVPD) of a molecular structure, C4H10O2.

Structure (XYZ):
```
16
Properties=species:S:1:pos:R:3:mulliken_charge:R:1
C -0.361 2.221 -1.042 -0.65
O 0.385 1.428 -0.129 -0.33
C -0.319 0.551 0.577 -0.15
C 0.353 -0.417 1.329 -0.79
C 0.933 -1.855 0.255 -0.21
O 0.058 -2.326 -0.544 -0.60
H -1.191 2.727 -0.533 0.31
H 0.328 2.961 -1.448 0.25
H -0.754 1.585 -1.844 0.31
H -1.156 -0.449 -0.782 0.05
H -1.377 0.768 0.713 0.54
H 1.347 -0.117 1.655 0.33
H -0.259 -0.881 2.098 0.31
H 1.818 -1.351 -0.181 0.26
H 1.193 -2.470 1.132 0.27
H -0.802 -1.198 -0.872 0.10
```

Kohn-Sham gap   9.234 eV
M   90.12 g/mol

--- two ---
The following is a DFT calculation (ωB97M-V/def2-TZVPD) of a single C4H10O2 molecule.

Structure (XYZ):
```
16
Properties=species:S:1:pos:R:3:mulliken_charge:R:1
C -2.279 1.008 1.635 -0.69
O -1.698 0.430 0.495 -0.30
C -0.367 0.029 0.723 -0.44
C 0.205 -0.555 -0.574 -0.40
O 1.438 0.082 -0.840 -0.31
C 2.250 -0.436 -1.847 -0.69
H -3.289 1.323 1.363 0.24
H -2.340 0.291 2.469 0.29
H -1.710 1.888 1.976 0.29
H 0.253 0.891 1.019 0.33
H -0.331 -0.703 1.548 0.30
H 0.367 -1.637 -0.488 0.28
H -0.512 -0.367 -1.384 0.31
H 3.087 -1.247 -1.504 0.18
H 2.088 -1.380 -2.347 0.32
H 2.838 0.383 -2.245 0.30
```

SMILES   COCCOC
Kohn-Sham gap   10.301 eV
M   90.12 g/mol

--- three ---
The following is a DFT calculation (ωB97M-V/def2-TZVPD) of 2 unconnected molecules or ions with the total composition C4H10O2.

Structure (XYZ):
```
16
Properties=species:S:1:pos:R:3:mulliken_charge:R:1
C -0.205 0.783 0.086 -1.40
C -0.754 -0.165 -0.990 0.71
C 0.284 -1.255 -1.319 -1.33
C -2.000 -0.802 -0.446 -0.17
O -3.096 -0.761 -0.918 -0.47
H 0.693 1.289 -0.284 0.33
H -0.908 1.589 0.290 0.39
H 0.113 0.259 0.977 0.35
H -0.982 0.413 -1.887 0.25
H 1.184 -0.742 -1.647 0.35
H 0.548 -1.768 -0.381 0.32
H -0.108 -2.010 -1.996 0.37
H -1.795 -1.341 0.498 0.29
O 2.144 1.371 2.355 -0.60
H 2.215 0.965 3.225 0.30
H 2.669 2.176 2.437 0.30
```

SMILES   CC(C)C=O.O
Kohn-Sham gap   10.137 eV
M   90.12 g/mol

Most stable to least stable: three, two, one

--- one ---
The following is a DFT calculation (ωB97M-V/def2-TZVPD) of a single C5H7F molecule.

Structure (XYZ):
```
13
Properties=species:S:1:pos:R:3:mulliken_charge:R:1
C -1.917 1.994 1.003 0.13
C -0.987 1.258 0.881 -0.48
C 0.243 0.478 0.955 -0.93
C 0.670 -0.581 -0.093 0.60
C 0.483 -1.009 -1.472 -1.24
F 0.465 -1.829 0.609 -0.34
H -2.903 2.261 0.807 0.38
H 0.762 1.346 1.144 0.35
H 0.369 -0.240 1.735 0.37
H 1.642 -0.177 -0.006 0.17
H 0.986 -0.567 -2.397 0.32
H 0.748 -1.991 -1.591 0.38
H -0.562 -0.942 -1.575 0.31
```

SMILES   C#CC[C@H](C)F
Kohn-Sham gap   10.841 eV
M   86.11 g/mol

--- two ---
The following is a DFT calculation (ωB97M-V/def2-TZVPD) of a single C5H7F molecule.

Structure (XYZ):
```
13
Properties=species:S:1:pos:R:3:mulliken_charge:R:1
C -0.650 -0.703 1.069 -1.46
C 0.029 0.063 -0.019 0.97
C 0.641 -0.820 -1.104 -1.20
C -0.497 1.432 -0.381 -0.61
C 0.582 1.539 0.369 0.17
F 1.501 2.239 1.020 -0.26
H -1.155 -0.026 1.830 0.35
H 0.009 -1.272 1.854 0.27
H -1.211 -1.434 0.619 0.46
H 0.648 -1.863 -0.736 0.31
H 1.501 -0.487 -1.644 0.38
H -0.202 -0.670 -1.900 0.27
H -1.195 2.001 -0.977 0.36
```

SMILES   CC1(C)C=C1F
Kohn-Sham gap   10.316 eV
M   86.11 g/mol

--- three ---
The following is a DFT calculation (ωB97M-V/def2-TZVPD) of a single C5H7F molecule.

Structure (XYZ):
```
13
Properties=species:S:1:pos:R:3:mulliken_charge:R:1
C 0.316 -1.211 2.217 -0.73
C 0.286 -0.662 0.897 0.06
C 0.846 0.621 0.360 -0.32
C 0.432 0.901 -0.935 0.41
C -0.781 0.339 -1.716 -0.72
F 0.825 2.029 -1.737 -0.27
H 0.747 -0.316 2.974 0.20
H -0.428 -2.010 2.449 0.29
H -0.355 -1.276 0.098 0.10
H 1.381 1.446 0.911 0.31
H -0.518 -0.460 -2.674 0.23
H -1.191 -0.475 -0.941 0.16
H -1.562 1.074 -1.904 0.30
```

SMILES   C=C/C=C(\C)F
Kohn-Sham gap   9.172 eV
M   86.11 g/mol

Most stable to least stable: three, two, one

--- one ---
The following is a DFT calculation (ωB97M-V/def2-TZVPD) of a single C5H5NO molecule.

Structure (XYZ):
```
12
Properties=species:S:1:pos:R:3:mulliken_charge:R:1
C 0.916 -0.222 1.255 0.01
C 0.943 0.175 -0.190 0.72
C -1.346 -0.146 -0.087 0.62
C 2.035 0.498 -0.876 -0.94
C -2.631 -0.289 -0.169 -0.90
N -0.119 -0.514 1.859 -0.59
O -0.293 0.170 -0.773 -0.36
H 1.904 -0.214 1.712 0.34
H 1.973 0.769 -1.912 0.28
H 3.007 0.486 -0.423 0.25
H -3.187 -0.127 -1.084 0.29
H -3.202 -0.586 0.689 0.28
```

Kohn-Sham gap (alpha / beta)   9.095 / 9.111 eV
M   95.10 g/mol

--- two ---
The following is a DFT calculation (ωB97M-V/def2-TZVPD) of a single C5H5NO molecule.

Structure (XYZ):
```
12
Properties=species:S:1:pos:R:3:mulliken_charge:R:1
N -0.214 -1.501 2.277 -0.56
C -0.783 -0.790 1.452 0.71
C -1.344 0.079 0.635 -0.62
O -0.689 1.263 0.380 -0.41
C 0.259 1.213 -0.687 -0.26
C 1.410 0.284 -0.724 -0.27
C 0.436 0.034 -1.553 -0.30
H 0.459 -2.130 1.834 0.28
H -2.278 -0.116 0.118 0.34
H 0.337 2.234 -1.053 0.39
H 2.390 0.020 -0.352 0.38
H 0.018 -0.591 -2.328 0.32
```

SMILES   N=C=COC1C=C1
Kohn-Sham gap   9.743 eV
M   95.10 g/mol

--- three ---
The following is a DFT calculation (ωB97M-V/def2-TZVPD) of a single C5H5NO molecule.

Structure (XYZ):
```
12
Properties=species:S:1:pos:R:3:mulliken_charge:R:1
C -1.906 0.112 -2.110 0.30
C -1.373 -0.380 -1.144 -0.36
C -0.643 -0.824 0.046 0.10
O -1.164 -1.424 0.959 -0.52
C 0.789 -0.387 0.074 0.01
C 1.028 0.892 0.783 -0.51
N 1.539 -0.370 1.310 -0.61
H -2.409 0.505 -2.968 0.40
H 1.360 -0.635 -0.816 0.37
H 0.165 1.347 1.267 0.24
H 1.769 1.589 0.405 0.27
H 0.981 -0.703 2.094 0.31
```

SMILES   C#CC(=O)[C@H]1CN1
Kohn-Sham gap   10.206 eV
M   95.10 g/mol

Most stable to least stable: three, two, one